{
  "formula": "C37H43NO2PSr",
  "method": "wB97M-V/def2-TZVPD",
  "lumo_energy_ev": 2.144,
  "charge": -1,
  "gap_ha": 0.203,
  "elements": ["O", "C", "C", "H", "H", "C", "H", "H", "C", "H", "H", "H", "C", "H", "H", "H", "Sr", "C", "C", "C", "H", "C", "C", "H", "H", "H", "H", "C", "C", "C", "H", "C", "C", "H", "H", "H", "H", "O", "C", "C", "H", "H", "C", "H", "H", "C", "H", "H", "H", "H", "N", "P", "C", "C", "C", "C", "C", "C", "C", "C", "C", "C", "C", "C", "C", "C", "C", "C", "C", "C", "H", "H", "H", "H", "H", "H", "H", "H", "H", "H", "H", "H", "H", "H", "H"],
  "coordinates": [[0.736145, -0.777066, -5.062745], [1.200341, 0.431238, -5.789391], [1.134704, -0.124939, -7.187360], [2.205136, 0.777273, -5.522453], [0.510627, 1.252012, -5.634893], [0.778777, -1.418973, -6.405978], [2.101670, -0.164076, -7.690011], [0.351777, 0.277646, -7.841008], [1.976388, -2.325405, -6.648288], [2.879826, -1.711326, -6.738005], [1.827298, -2.850972, -7.602428], [2.095073, -3.054524, -5.845300], [-0.529050, -2.076964, -6.833365], [-1.346113, -1.350513, -6.981521], [-0.839843, -2.802477, -6.072880], [-0.352784, -2.599823, -7.789900], [0.112407, -0.436149, -0.733704], [-2.310793, -0.849494, 1.103669], [-2.451248, 0.566212, 0.996817], [-3.065073, 0.833232, -0.257855], [-2.220464, 1.299079, 1.788416], [-3.323426, -0.391006, -0.914510], [-2.804939, -1.441535, -0.095704], [-2.885979, -2.507132, -0.277752], [-2.017298, -1.398228, 2.001018], [-3.381040, 1.816490, -0.621725], [-3.900411, -0.500150, -1.840046], [0.703494, -3.294816, 0.567385], [-0.169696, -3.436715, -0.537108], [0.527361, -3.031560, -1.706793], [-1.155521, -3.903158, -0.503652], [1.831924, -2.612501, -1.313218], [1.929995, -2.766404, 0.097963], [2.824099, -2.625853, 0.696085], [0.498171, -3.620651, 1.580222], [0.159144, -3.098872, -2.727699], [2.630921, -2.300869, -1.980831], [-0.014671, 2.977308, -4.531335], [-1.148776, 2.272185, -3.941551], [-2.407369, 3.061369, -4.314435], [-1.072981, 2.243334, -2.817756], [-1.111054, 1.234061, -4.318571], [-1.852401, 4.507833, -4.189391], [-3.277800, 2.868387, -3.670280], [-2.661873, 2.840761, -5.359976], [-0.319735, 4.371709, -4.387143], [-2.109251, 4.970071, -3.240536], [-2.266480, 5.104627, -5.007472], [0.251876, 4.723405, -3.490549], [0.023276, 4.933350, -5.272746], [0.617979, -0.021847, 1.769152], [0.714421, 0.120860, 3.350145], [-0.468794, -0.952961, 4.246406], [-1.770072, -0.493471, 4.500566], [-2.765636, -1.388532, 4.881392], [-2.486638, -2.736660, 5.076714], [-1.175629, -3.181516, 4.916436], [-0.166787, -2.295768, 4.532871], [2.293908, -0.225368, 4.227117], [2.971497, -1.416814, 3.909535], [4.176708, -1.752059, 4.539363], [4.754809, -0.902901, 5.489450], [4.102835, 0.292503, 5.792755], [2.901582, 0.634110, 5.164882], [0.264746, 1.701649, 4.184683], [-0.045279, 1.840133, 5.560964], [-0.529999, 3.052306, 6.071342], [-0.677654, 4.162186, 5.231804], [-0.289102, 4.050687, 3.896151], [0.188526, 2.839395, 3.376575], [-2.017828, 0.562693, 4.375546], [-3.783158, -1.013024, 5.005381], [-3.277445, -3.430569, 5.373123], [-0.930308, -4.232256, 5.087033], [0.856392, -2.651028, 4.448392], [2.568871, -2.081961, 3.142400], [4.682586, -2.676963, 4.263063], [5.700371, -1.166898, 5.967308], [4.549948, 0.976621, 6.514647], [2.453257, 1.596576, 5.401050], [0.076400, 0.999728, 6.252394], [-0.812343, 3.129692, 7.122112], [-1.090558, 5.094844, 5.620052], [-0.363408, 4.919091, 3.245323], [0.481480, 2.758126, 2.330163]],
  "forces_ev_per_a": [[0.856, 0.483, -2.679], [-0.194, 1.348, 0.898], [-0.637, -0.326, 0.502], [-0.135, -0.317, 0.411], [0.131, 0.022, 0.201], [-0.030, -0.520, -1.341], [-0.337, 0.013, -0.158], [0.178, -0.035, 0.259], [0.004, -0.478, 0.663], [-0.041, -0.380, 0.277], [0.121, 0.139, 0.257], [0.076, -0.099, -0.053], [-0.007, -0.001, 0.271], [0.370, -0.195, 0.192], [-0.024, 0.028, -0.180], [-0.186, 0.186, 0.393], [-1.084, -0.866, 2.514], [-0.367, 0.198, -0.394], [-0.162, -0.432, -0.040], [0.083, 0.407, 0.161], [0.004, -0.469, -0.635], [0.525, -0.383, -0.235], [-0.328, 0.787, 0.360], [-0.028, 0.207, -0.031], [0.223, 0.236, -0.538], [0.128, -0.290, 0.151], [0.411, -0.021, 0.280], [0.187, 0.103, -0.603], [0.401, -0.287, -0.079], [-0.022, -0.022, 0.111], [0.328, 0.347, -0.038], [-0.075, 0.013, 0.220], [-0.287, -0.344, -0.383], [-0.160, 0.219, -0.092], [-0.083, 0.301, -0.042], [0.046, 0.058, 0.150], [-0.094, -0.049, 0.068], [-1.502, 0.099, 0.319], [0.316, -0.564, 0.545], [0.862, 0.217, -0.064], [0.143, 0.066, -0.824], [-0.091, 0.475, 0.201], [-0.152, -0.187, -0.843], [0.442, -0.033, -0.179], [-0.070, 0.096, 0.262], [0.361, 0.160, 0.809], [0.021, -0.031, 0.067], [-0.021, 0.181, 0.305], [-0.504, 0.055, -0.643], [0.017, -0.413, 0.309], [0.801, 0.780, 2.722], [-0.408, -0.285, -3.142], [-0.153, -0.441, 0.514], [0.072, -0.353, -0.220], [-0.252, 0.254, 0.110], [0.143, 0.006, 0.002], [0.165, -0.066, 0.093], [-0.497, 0.191, -0.154], [0.860, -0.244, 0.268], [0.339, 0.129, 0.221], [-0.071, 0.135, -0.082], [-0.435, -0.025, -0.255], [0.106, -0.073, -0.108], [0.054, -0.296, -0.158], [-0.029, 0.975, 0.337], [-0.118, 0.328, -0.260], [0.133, -0.226, -0.285], [0.164, -0.375, -0.191], [0.064, 0.024, 0.071], [-0.292, 0.106, 0.459], [0.028, -0.404, -0.153], [0.242, -0.144, 0.030], [0.252, 0.217, -0.146], [-0.064, 0.290, -0.005], [-0.225, -0.007, -0.118], [0.047, 0.256, 0.144], [-0.123, 0.160, 0.067], [-0.287, 0.088, -0.119], [-0.139, -0.097, -0.160], [0.039, -0.257, -0.041], [-0.121, 0.167, -0.385], [0.116, -0.069, -0.226], [0.158, -0.228, -0.129], [-0.011, -0.119, 0.059], [-0.172, -0.093, 0.159]],
  "lowdin_charge": [-0.073, -0.163, -0.099, 0.126, 0.076, -0.551, 0.099, 0.114, -0.032, 0.080, 0.088, 0.090, -0.022, 0.086, 0.088, 0.084, 1.332, -0.238, -0.225, -0.245, 0.072, -0.226, -0.232, 0.061, 0.072, 0.060, 0.063, -0.183, -0.224, -0.295, 0.079, -0.295, -0.225, 0.071, 0.079, 0.071, 0.069, -0.186, -0.191, -0.147, 0.123, 0.115, -0.160, 0.116, 0.110, -0.195, 0.103, 0.098, 0.122, 0.114, -0.398, 0.650, -0.282, -0.106, -0.096, -0.106, -0.097, -0.078, -0.260, -0.102, -0.093, -0.110, -0.104, -0.081, -0.318, -0.114, -0.097, -0.109, -0.097, -0.088, 0.106, 0.102, 0.096, 0.096, 0.084, 0.090, 0.096, 0.093, 0.094, 0.089, 0.115, 0.095, 0.093, 0.092, 0.088]
}